(1)
{"formula": "C26H72N6O7", "method": "the ωB97M-V functional and the def2-TZVPD basis", "symbols": ["C", "C", "C", "O", "C", "N", "H", "H", "H", "H", "H", "H", "H", "H", "H", "H", "H", "C", "C", "C", "O", "C", "N", "H", "H", "H", "H", "H", "H", "H", "H", "H", "H", "H", "C", "C", "C", "O", "C", "N", "H", "H", "H", "H", "H", "H", "H", "H", "H", "H", "H", "C", "C", "C", "O", "C", "N", "H", "H", "H", "H", "H", "H", "H", "H", "H", "H", "H", "C", "C", "C", "O", "C", "N", "H", "H", "H", "H", "H", "H", "H", "H", "H", "H", "H", "C", "C", "C", "O", "C", "N", "H", "H", "H", "H", "H", "H", "H", "H", "H", "H", "H", "C", "C", "O", "H", "H", "H", "H", "H", "H"], "positions_angstrom": [[17.63, 28.95, -7.77], [17.36, 28.19, -6.35], [18.56, 27.47, -5.88], [18.72, 26.22, -6.55], [19.85, 26.10, -7.45], [16.99, 29.21, -5.38], [16.90, 28.64, -8.51], [18.60, 28.83, -8.25], [17.50, 30.03, -7.61], [16.62, 27.40, -6.48], [18.55, 27.26, -4.81], [19.45, 28.08, -6.02], [19.87, 25.15, -7.97], [20.80, 26.16, -6.90], [19.56, 26.89, -8.14], [17.85, 29.74, -5.34], [16.44, 29.95, -5.78], [22.86, 24.12, -13.93], [24.38, 23.74, -13.58], [24.79, 24.08, -12.08], [24.71, 25.43, -11.75], [24.70, 25.67, -10.28], [24.31, 22.29, -13.73], [22.74, 25.18, -13.70], [22.19, 23.54, -13.29], [22.48, 24.13, -14.95], [25.16, 24.06, -14.28], [25.84, 23.83, -11.92], [24.28, 23.55, -11.28], [25.64, 25.39, -9.82], [23.87, 25.32, -9.66], [24.84, 26.73, -10.04], [23.57, 21.96, -13.13], [25.07, 21.77, -13.32], [17.02, 21.59, -13.34], [15.92, 22.43, -12.50], [16.32, 23.85, -12.03], [17.12, 23.66, -10.87], [18.01, 24.76, -10.58], [14.96, 22.63, -13.53], [17.93, 21.45, -12.75], [17.40, 21.98, -14.28], [16.71, 20.60, -13.68], [15.60, 21.84, -11.65], [15.49, 24.50, -11.75], [16.85, 24.24, -12.90], [18.62, 24.42, -9.74], [17.47, 25.66, -10.27], [18.69, 25.13, -11.34], [14.42, 23.42, -13.21], [15.50, 22.80, -14.37], [22.88, 17.98, -16.06], [22.84, 19.40, -15.54], [22.03, 19.66, -14.26], [20.73, 19.08, -14.33], [19.86, 19.18, -13.17], [24.20, 19.81, -15.33], [23.43, 17.99, -17.00], [21.89, 17.65, -16.36], [23.35, 17.32, -15.32], [22.38, 20.06, -16.28], [21.81, 20.69, -13.99], [22.68, 19.23, -13.50], [18.91, 18.70, -13.39], [19.66, 20.22, -12.92], [20.34, 18.86, -12.25], [24.28, 20.76, -15.00], [24.52, 19.26, -14.55], [19.93, 22.43, -15.55], [18.94, 23.65, -15.69], [19.69, 24.93, -15.98], [20.15, 25.63, -14.88], [19.33, 26.49, -14.23], [18.05, 23.34, -16.80], [20.61, 22.55, -14.70], [20.44, 22.32, -16.50], [19.39, 21.50, -15.38], [18.37, 23.77, -14.77], [18.97, 25.59, -16.47], [20.57, 24.83, -16.63], [18.79, 27.24, -14.81], [19.94, 27.17, -13.63], [18.64, 25.91, -13.61], [18.62, 23.37, -17.64], [17.70, 22.39, -16.73], [25.96, 20.72, -10.05], [26.51, 20.04, -11.28], [25.59, 18.89, -11.66], [25.62, 18.36, -12.97], [26.92, 17.95, -13.45], [26.54, 21.04, -12.30], [24.95, 21.13, -10.06], [26.57, 21.61, -9.90], [26.12, 20.21, -9.09], [27.55, 19.73, -11.22], [24.57, 19.13, -11.36], [25.83, 18.08, -10.97], [26.67, 17.37, -14.34], [27.27, 17.29, -12.66], [27.60, 18.80, -13.55], [27.43, 21.49, -12.43], [26.32, 20.51, -13.13], [21.60, 22.32, -10.10], [20.62, 21.98, -11.16], [19.31, 21.70, -10.61], [21.73, 21.53, -9.35], [21.18, 23.14, -9.52], [22.54, 22.79, -10.40], [20.95, 21.03, -11.57], [20.52, 22.82, -11.85], [18.72, 22.45, -10.68]], "spin_multiplicity": 2, "lumo_energy_ha": [-0.0702, -0.2815], "max_force_ev_per_a": 2.8, "charge": 1, "gap_ev": [8.964, 3.213], "homo_energy_ev": [-10.875, -10.875], "relative_energy_kcal_mol": 22.7}

---

(2)
{"formula": "C26H74N6O9", "method": "the ωB97M-V functional and the def2-TZVPD basis", "symbols": ["C", "C", "C", "O", "C", "N", "H", "H", "H", "H", "H", "H", "H", "H", "H", "H", "H", "C", "C", "C", "O", "C", "N", "H", "H", "H", "H", "H", "H", "H", "H", "H", "H", "H", "C", "C", "C", "O", "C", "N", "H", "H", "H", "H", "H", "H", "H", "H", "H", "H", "H", "C", "C", "C", "O", "C", "N", "H", "H", "H", "H", "H", "H", "H", "H", "H", "H", "H", "C", "C", "C", "O", "C", "N", "H", "H", "H", "H", "H", "H", "H", "H", "H", "H", "H", "C", "C", "C", "O", "C", "N", "H", "H", "H", "H", "H", "H", "H", "H", "H", "H", "H", "C", "C", "O", "O", "H", "H", "H", "H", "H", "H", "O", "H", "H"], "positions_angstrom": [[-0.96, -0.83, 3.32], [-1.26, -2.29, 2.91], [-1.90, -3.20, 3.99], [-1.14, -3.44, 5.11], [-1.61, -4.45, 5.96], [-2.05, -2.28, 1.70], [-0.52, -0.76, 4.32], [-1.92, -0.31, 3.36], [-0.21, -0.30, 2.73], [-0.25, -2.69, 2.85], [-2.01, -4.11, 3.40], [-2.89, -2.85, 4.29], [-1.28, -4.12, 6.95], [-1.22, -5.41, 5.62], [-2.69, -4.55, 6.01], [-1.42, -1.94, 0.99], [-2.30, -3.25, 1.54], [1.30, -3.06, -1.85], [2.57, -2.91, -1.02], [2.47, -3.08, 0.49], [1.70, -2.03, 1.16], [1.71, -2.42, 2.51], [3.47, -3.91, -1.53], [1.60, -2.76, -2.85], [0.81, -2.18, -1.42], [0.82, -4.03, -1.80], [3.07, -1.97, -1.25], [3.50, -3.00, 0.83], [2.19, -4.11, 0.71], [1.03, -1.80, 3.09], [2.72, -2.22, 2.86], [1.27, -3.42, 2.55], [3.38, -4.72, -0.92], [4.45, -3.69, -1.58], [-3.70, 0.73, -1.36], [-3.91, 0.21, -2.83], [-2.68, 0.34, -3.76], [-2.91, -0.28, -5.10], [-1.74, -0.32, -5.87], [-4.04, -1.20, -2.56], [-3.39, 1.78, -1.41], [-2.76, 0.31, -1.00], [-4.60, 0.73, -0.74], [-4.79, 0.73, -3.20], [-1.77, 0.04, -3.23], [-2.50, 1.40, -3.95], [-2.01, -0.59, -6.89], [-0.96, -0.93, -5.43], [-1.24, 0.64, -5.73], [-4.95, -1.44, -2.93], [-3.59, -1.55, -3.39], [2.49, 1.24, -1.52], [3.80, 0.77, -0.86], [3.76, 0.44, 0.65], [5.01, -0.12, 1.04], [5.04, -0.43, 2.39], [4.16, -0.53, -1.46], [1.88, 2.00, -1.03], [1.81, 0.38, -1.42], [2.65, 1.56, -2.55], [4.50, 1.60, -0.96], [2.88, -0.17, 0.85], [3.52, 1.21, 1.39], [4.14, -1.01, 2.63], [5.00, 0.39, 3.10], [5.94, -1.05, 2.40], [3.48, -1.20, -1.14], [4.98, -0.82, -0.95], [-2.74, 5.27, -3.26], [-2.11, 3.88, -3.00], [-1.81, 3.77, -1.53], [-1.10, 2.54, -1.33], [-0.67, 2.41, 0.03], [-2.87, 2.69, -3.45], [-2.14, 6.15, -3.06], [-3.64, 5.50, -2.68], [-3.03, 5.39, -4.31], [-1.15, 3.76, -3.50], [-2.78, 3.74, -1.02], [-1.18, 4.59, -1.17], [-1.36, 2.63, 0.84], [0.19, 3.07, 0.14], [-0.10, 1.48, 0.08], [-3.69, 2.63, -2.85], [-2.30, 1.89, -3.23], [2.23, 3.30, 0.42], [1.38, 3.28, 1.74], [1.27, 1.88, 2.33], [0.30, 1.86, 3.39], [-1.07, 2.08, 2.97], [2.24, 4.12, 2.62], [2.40, 4.31, 0.03], [1.79, 2.74, -0.41], [3.26, 2.96, 0.54], [0.43, 3.72, 1.45], [2.23, 1.54, 2.70], [0.94, 1.15, 1.60], [-1.61, 1.46, 3.68], [-1.17, 1.67, 1.96], [-1.38, 3.12, 2.94], [3.21, 3.84, 2.52], [1.95, 3.84, 3.54], [-1.10, -0.64, -0.73], [-0.29, -0.64, 0.49], [0.99, 0.02, 0.35], [-0.40, -1.48, -1.72], [-1.09, 0.33, -1.22], [-2.13, -0.92, -0.52], [-0.21, -1.69, 0.77], [-0.78, -0.13, 1.32], [1.65, -0.68, 0.31], [-1.03, -2.13, -2.05], [-2.14, -2.20, -1.90], [-2.48, -2.41, -2.77], [-2.86, -2.39, -1.30]], "lumo_energy_ha": 0.0156, "max_force_ev_per_a": 10.7, "gap_ev": 8.162, "homo_energy_ev": -7.738}

---

(3)
{"formula": "C26H76N2O20S", "method": "the ωB97M-V functional and the def2-TZVPD basis", "symbols": ["C", "O", "C", "O", "N", "C", "C", "C", "C", "S", "O", "O", "O", "C", "C", "C", "N", "C", "C", "H", "H", "H", "H", "H", "H", "H", "H", "H", "H", "H", "H", "H", "H", "H", "H", "C", "O", "H", "H", "H", "H", "C", "O", "H", "H", "H", "H", "C", "O", "H", "H", "H", "H", "C", "O", "H", "H", "H", "H", "C", "O", "H", "H", "H", "H", "C", "O", "H", "H", "H", "H", "C", "O", "H", "H", "H", "H", "C", "O", "H", "H", "H", "H", "C", "O", "H", "H", "H", "H", "C", "O", "H", "H", "H", "H", "C", "O", "H", "H", "H", "H", "C", "O", "H", "H", "H", "H", "C", "O", "H", "H", "H", "H", "C", "O", "H", "H", "H", "H", "C", "O", "H", "H", "H", "H"], "positions_angstrom": [[1.90, -5.35, -2.50], [2.68, -4.16, -2.81], [2.50, -3.23, -1.85], [2.07, -3.49, -0.74], [2.86, -1.90, -2.18], [2.49, -1.52, -3.56], [0.97, -1.40, -3.62], [0.44, -0.36, -2.62], [-0.16, -0.95, -1.34], [-1.72, -1.78, -1.52], [-1.62, -2.92, -2.39], [-2.18, -2.19, -0.22], [-2.80, -0.78, -2.14], [4.24, -1.61, -1.87], [4.57, -1.07, -0.66], [5.92, -0.79, -0.45], [6.90, -1.03, -1.30], [6.52, -1.59, -2.44], [5.24, -1.89, -2.79], [1.96, -6.03, -3.35], [0.86, -5.10, -2.32], [2.37, -5.85, -1.65], [2.90, -0.55, -3.84], [2.88, -2.25, -4.28], [0.52, -2.40, -3.51], [0.71, -1.07, -4.63], [1.29, 0.27, -2.31], [-0.24, 0.30, -3.15], [-0.30, -0.13, -0.63], [0.52, -1.66, -0.86], [-3.64, -1.24, -1.98], [3.81, -0.87, 0.09], [6.20, -0.34, 0.50], [7.30, -1.83, -3.15], [5.05, -2.32, -3.76], [-3.29, -1.11, 3.17], [-4.06, -0.89, 2.00], [-3.97, -1.15, 4.02], [-2.76, -2.06, 3.10], [-2.58, -0.30, 3.32], [-3.44, -0.86, 1.26], [1.66, 3.11, -0.48], [2.08, 2.44, -1.68], [0.57, 3.12, -0.47], [2.02, 2.57, 0.39], [2.03, 4.13, -0.47], [3.04, 2.43, -1.68], [-5.34, -0.08, -4.26], [-5.26, 0.48, -2.95], [-6.14, -0.82, -4.27], [-5.56, 0.71, -4.99], [-4.39, -0.56, -4.52], [-4.54, 1.13, -2.97], [0.63, -2.90, 2.70], [1.32, -3.94, 2.03], [0.22, -3.30, 3.63], [1.31, -2.07, 2.94], [-0.20, -2.53, 2.08], [1.67, -3.57, 1.21], [-1.96, 4.66, -1.88], [-0.79, 5.02, -1.14], [-2.15, 3.60, -1.73], [-2.81, 5.24, -1.54], [-1.78, 4.85, -2.95], [-0.63, 5.95, -1.29], [6.17, -2.29, 3.49], [5.12, -1.68, 2.75], [6.89, -1.52, 3.76], [5.78, -2.75, 4.40], [6.68, -3.04, 2.88], [4.50, -2.38, 2.52], [-4.88, 5.70, 0.78], [-4.71, 5.14, -0.52], [-3.92, 6.09, 1.11], [-5.61, 6.51, 0.74], [-5.22, 4.93, 1.48], [-5.57, 4.80, -0.79], [-8.39, -0.32, -2.01], [-8.90, 0.37, -3.15], [-9.23, -0.59, -1.38], [-7.86, -1.22, -2.31], [-7.72, 0.34, -1.45], [-8.14, 0.60, -3.70], [1.90, 5.43, 2.90], [2.34, 4.77, 1.72], [0.81, 5.43, 2.90], [2.25, 4.90, 3.79], [2.26, 6.46, 2.93], [3.30, 4.78, 1.74], [-8.67, 4.17, 1.47], [-7.91, 4.41, 0.29], [-9.13, 5.11, 1.77], [-9.45, 3.44, 1.28], [-8.03, 3.82, 2.28], [-7.51, 3.57, 0.04], [8.97, -3.53, 6.53], [8.62, -2.84, 5.33], [8.05, -3.79, 7.06], [9.51, -4.45, 6.29], [9.58, -2.89, 7.17], [9.45, -2.63, 4.88], [-3.21, 3.75, -5.78], [-3.11, 2.74, -4.77], [-3.19, 3.25, -6.75], [-4.15, 4.30, -5.67], [-2.37, 4.44, -5.72], [-3.12, 3.19, -3.92], [6.83, -0.11, 8.00], [7.70, 0.08, 6.90], [6.36, 0.84, 8.24], [6.05, -0.83, 7.75], [7.38, -0.47, 8.88], [8.10, -0.77, 6.70], [2.62, -4.03, -6.56], [2.70, -5.09, -5.62], [2.66, -4.45, -7.56], [1.68, -3.48, -6.44], [3.47, -3.34, -6.44], [2.67, -4.71, -4.74], [-6.31, -0.89, 6.70], [-7.07, -0.66, 5.52], [-7.00, -0.92, 7.54], [-5.78, -1.84, 6.63], [-5.60, -0.07, 6.85], [-6.45, -0.63, 4.78]], "lumo_energy_ha": 0.0086, "max_force_ev_per_a": 2.7, "gap_ev": 10.084, "homo_energy_ev": -9.850}

---

(4)
{"formula": "C26H77N9O14", "method": "the ωB97M-V functional and the def2-TZVPD basis", "symbols": ["C", "O", "C", "C", "N", "C", "C", "O", "C", "H", "H", "H", "H", "H", "H", "H", "H", "H", "H", "H", "H", "H", "H", "H", "C", "O", "C", "C", "N", "C", "C", "O", "C", "H", "H", "H", "H", "H", "H", "H", "H", "H", "H", "H", "H", "H", "H", "H", "C", "O", "C", "C", "N", "C", "C", "O", "C", "H", "H", "H", "H", "H", "H", "H", "H", "H", "H", "H", "H", "H", "H", "H", "N", "C", "N", "O", "H", "H", "H", "H", "N", "C", "N", "O", "H", "H", "H", "H", "N", "C", "N", "O", "H", "H", "H", "H", "C", "O", "H", "H", "H", "H", "C", "O", "H", "H", "H", "H", "C", "O", "H", "H", "H", "H", "C", "O", "H", "H", "H", "H", "C", "O", "H", "H", "H", "H"], "positions_angstrom": [[-0.32, -4.03, 8.18], [0.16, -5.43, 8.26], [-0.83, -6.33, 8.81], [-0.05, -7.64, 9.31], [0.60, -8.35, 8.20], [1.19, -9.61, 8.64], [2.09, -10.21, 7.52], [3.18, -9.38, 7.35], [3.84, -9.70, 6.12], [-0.60, -3.64, 9.16], [-1.21, -3.91, 7.57], [0.43, -3.42, 7.68], [-1.37, -6.69, 7.94], [-1.44, -5.77, 9.52], [-0.80, -8.27, 9.81], [0.67, -7.41, 10.10], [1.40, -7.78, 7.97], [0.43, -10.32, 8.95], [1.93, -9.47, 9.43], [1.62, -10.23, 6.54], [2.41, -11.20, 7.84], [4.34, -8.78, 5.81], [3.22, -9.99, 5.28], [4.50, -10.56, 6.22], [-2.26, 5.54, -15.86], [-2.08, 6.04, -14.56], [-0.87, 6.76, -14.31], [-0.83, 7.21, -12.81], [-0.85, 6.13, -11.87], [-0.45, 6.58, -10.50], [-0.59, 5.50, -9.41], [-1.81, 4.80, -9.64], [-2.02, 3.67, -8.79], [-1.49, 4.89, -16.28], [-2.50, 6.33, -16.57], [-3.12, 4.87, -15.79], [-0.85, 7.70, -14.86], [0.01, 6.16, -14.52], [-1.70, 7.85, -12.66], [0.07, 7.83, -12.84], [-1.83, 5.89, -11.76], [-1.10, 7.39, -10.16], [0.57, 6.95, -10.54], [-0.59, 5.90, -8.40], [0.24, 4.80, -9.42], [-1.90, 4.00, -7.76], [-1.21, 2.96, -8.96], [-3.00, 3.23, -8.95], [0.37, 10.30, 4.72], [-0.11, 9.52, 3.63], [0.47, 8.15, 3.55], [0.22, 7.49, 2.15], [-1.16, 7.32, 1.95], [-1.48, 6.93, 0.57], [-3.02, 7.07, 0.31], [-3.45, 8.40, 0.53], [-4.89, 8.62, 0.55], [1.32, 9.95, 5.14], [-0.38, 10.19, 5.51], [0.44, 11.37, 4.54], [0.19, 7.45, 4.34], [1.54, 8.38, 3.60], [0.76, 6.55, 2.05], [0.63, 8.09, 1.34], [-1.61, 8.20, 2.13], [-1.19, 5.91, 0.36], [-0.94, 7.49, -0.20], [-3.54, 6.17, 0.65], [-3.09, 6.97, -0.77], [-5.41, 8.07, 1.33], [-5.31, 8.21, -0.36], [-5.01, 9.71, 0.58], [-0.86, -0.90, 1.10], [-1.37, -1.24, -0.04], [-0.89, -2.29, -0.60], [-2.36, -0.67, -0.46], [-0.03, -1.37, 1.41], [-1.34, -0.18, 1.63], [-1.24, -2.71, -1.46], [-0.07, -2.73, -0.22], [6.27, -3.73, 4.01], [4.98, -3.56, 4.10], [4.54, -3.62, 5.28], [4.27, -3.42, 3.12], [6.70, -3.68, 3.10], [6.75, -3.90, 4.88], [5.29, -3.46, 5.94], [3.57, -3.45, 5.50], [6.37, -3.84, -2.46], [7.68, -3.89, -2.48], [8.11, -3.94, -3.71], [8.41, -3.76, -1.50], [5.93, -3.72, -1.56], [5.87, -3.70, -3.32], [7.56, -4.07, -4.55], [9.10, -3.95, -3.89], [-3.28, 5.47, 7.14], [-2.77, 4.58, 6.09], [-2.96, 6.51, 7.00], [-4.36, 5.40, 7.24], [-2.96, 5.12, 8.12], [-2.75, 5.17, 5.34], [3.74, 2.56, -1.79], [4.28, 3.81, -2.03], [4.44, 1.86, -2.25], [3.60, 2.47, -0.71], [2.76, 2.37, -2.22], [4.50, 3.80, -2.96], [-2.00, -7.52, -4.47], [-2.48, -6.30, -4.95], [-2.52, -7.92, -3.59], [-2.11, -8.31, -5.21], [-0.94, -7.59, -4.25], [-2.95, -6.52, -5.75], [-1.09, -7.36, 3.04], [-1.86, -8.25, 3.81], [-1.48, -7.38, 2.03], [-1.02, -6.36, 3.46], [-0.09, -7.79, 2.90], [-1.51, -8.22, 4.70], [-6.45, -5.55, 1.94], [-6.45, -6.93, 2.09], [-6.27, -5.06, 2.89], [-5.76, -5.11, 1.21], [-7.47, -5.28, 1.67], [-5.63, -7.25, 2.47]], "lumo_energy_ha": 0.0059, "max_force_ev_per_a": 6.2, "gap_ev": 8.892, "homo_energy_ev": -8.732}